39
Properties=species:S:1:pos:R:3:forces:R:3:nbo_charge:R:1 method="wB97M-V/def2-TZVPD" homo_energy_ev=-3.16 total_charge=-1 relative_energy_kcal_mol=90.9 homo_lumo_gap_ev=2.4
Cl 4.183 2.390 -3.347 -0.413 -0.043 -0.073 -0.243
B 3.213 0.810 -3.342 2.349 -0.156 0.461 0.362
Cl 3.636 -0.192 -4.837 -0.146 -0.161 -0.373 -0.266
Cl 3.608 -0.161 -1.818 -0.219 0.036 -0.062 -0.219
O 1.793 1.126 -3.356 -4.120 -2.857 -0.066 -0.568
C 0.952 0.083 -3.349 3.049 2.736 0.067 0.513
C -0.430 0.262 -3.350 -1.484 0.689 -0.015 -0.261
C -1.349 -0.815 -3.351 0.802 0.530 -0.011 -0.070
C -2.698 -0.567 -3.351 -0.465 -0.112 -0.032 -0.257
C -3.171 0.741 -3.348 0.289 -0.095 0.046 0.057
Cl -4.867 1.044 -3.331 0.164 -0.066 -0.025 0.056
C -2.285 1.810 -3.351 -0.383 0.335 -0.021 -0.274
C -0.937 1.580 -3.352 0.322 -0.369 0.001 -0.017
H 1.385 -0.903 -3.345 0.279 -0.284 0.034 0.226
H -0.983 -1.825 -3.354 0.077 -0.282 0.040 0.236
H -3.411 -1.373 -3.356 -0.046 -0.180 0.042 0.242
H -2.675 2.814 -3.356 -0.015 0.141 0.028 0.238
H -0.231 2.393 -3.354 0.038 0.172 0.022 0.242
F 4.466 1.910 2.135 -0.246 0.934 -0.036 -0.306
C 3.146 2.041 2.293 0.060 -1.292 -0.058 0.773
F 2.835 2.745 3.384 0.543 0.247 -0.710 -0.299
F 2.554 2.544 1.206 0.719 0.383 0.545 -0.297
S 2.465 0.350 2.530 -5.973 -5.106 1.253 1.934
C 0.731 0.770 2.747 2.246 1.377 -0.358 -0.720
C -0.169 -0.236 2.930 0.071 -0.601 -0.001 -0.009
C -1.558 0.032 3.106 0.116 -0.059 -0.037 -0.279
C -2.444 -0.987 3.269 0.020 -0.130 -0.026 -0.139
C -2.010 -2.321 3.280 0.296 0.653 -0.146 -0.356
C -2.917 -3.345 3.460 -1.844 -2.009 0.355 0.319
N -3.686 -4.209 3.616 0.657 0.744 -0.154 -0.451
C -0.650 -2.607 3.103 0.113 0.193 -0.003 -0.140
C 0.248 -1.602 2.938 -0.068 -0.307 0.064 -0.232
O 2.422 -0.564 1.331 2.183 2.481 1.594 -0.908
O 2.828 -0.352 3.813 1.353 2.143 -2.506 -0.911
H 0.430 1.797 2.716 0.095 0.412 0.009 0.207
H -1.898 1.053 3.110 -0.063 0.249 -0.022 0.191
H -3.498 -0.784 3.378 -0.175 0.048 0.091 0.201
H -0.325 -3.636 3.093 0.054 -0.165 0.045 0.202
H 1.296 -1.818 2.810 -0.236 -0.228 0.040 0.223



40
Properties=species:S:1:pos:R:3:forces:R:3:nbo_charge:R:1 method="wB97M-V/def2-TZVPD" homo_energy_ev="-2.61 / -4.56" spin_multiplicity=4 s_squared=3.846 total_charge=-1 relative_energy_kcal_mol=44.4 homo_lumo_gap_ev="4.3 / 6.3"
Mn -0.508 -0.005 -0.902 0.480 0.590 1.549 0.932
Br 2.428 6.024 2.255 0.004 -0.005 -0.011 -0.009
C 1.481 4.689 1.271 0.042 0.223 0.096 -0.116
C 0.487 5.083 0.385 0.088 -0.049 0.068 -0.243
C -0.188 4.109 -0.322 -0.101 -0.146 -0.152 -0.279
C 0.110 2.744 -0.186 0.606 -0.121 0.510 0.445
O -0.513 1.867 -0.921 -0.150 -0.236 -0.064 -0.742
C 1.109 2.350 0.771 -0.403 0.688 -0.305 -0.191
C 1.413 1.003 1.085 0.244 -0.459 0.077 0.032
N 0.851 -0.069 0.536 0.038 -0.430 0.264 -0.497
C 1.155 -1.351 0.949 -0.124 0.446 -0.295 0.063
C 2.178 -1.762 1.819 0.076 0.378 0.036 -0.255
C 2.302 -3.096 2.168 -0.173 -0.230 -0.010 -0.188
C 1.408 -4.054 1.732 0.327 -0.105 0.259 -0.296
C 0.387 -3.698 0.836 -0.266 -0.063 -0.325 -0.078
C -0.555 -4.606 0.314 0.046 0.461 -0.138 -0.149
C -1.475 -4.152 -0.610 0.145 -0.326 0.116 -0.266
C -1.443 -2.836 -1.038 -0.027 0.479 -0.233 0.045
N -0.572 -1.940 -0.553 -0.450 -1.290 0.372 -0.465
C 0.305 -2.351 0.399 0.027 0.170 -0.111 0.246
C 1.784 3.367 1.475 -0.042 -0.137 -0.070 -0.205
H 0.248 6.127 0.244 0.009 0.027 0.042 0.216
H -0.973 4.395 -1.013 0.147 -0.034 0.084 0.210
H 2.145 0.843 1.872 -0.044 0.016 -0.055 0.176
H 2.890 -1.053 2.214 0.037 0.095 -0.031 0.201
H 3.127 -3.396 2.799 0.039 0.010 0.138 0.202
H 1.495 -5.082 2.051 0.025 -0.090 0.009 0.200
H -0.531 -5.640 0.630 -0.038 -0.046 0.026 0.206
H -2.214 -4.818 -1.031 -0.047 -0.019 -0.052 0.217
H -2.132 -2.495 -1.804 0.150 0.095 0.143 0.224
H 2.550 3.092 2.188 0.022 -0.013 0.041 0.211
Se 1.088 -0.204 -2.405 1.583 -0.227 -1.449 -0.213
Te 0.011 0.247 -4.627 -0.001 0.046 -0.652 0.001
Te -2.482 1.461 -4.686 0.141 0.078 0.096 0.131
Se -2.450 2.949 -2.745 -0.412 0.188 -0.274 0.381
O -4.398 -0.281 -0.955 -2.200 -1.002 0.014 -1.004
Se -2.996 0.389 -0.989 -2.759 1.855 -1.016 2.822
O -2.162 0.202 0.338 1.473 -0.155 2.348 -0.976
O -2.033 -0.106 -2.182 1.355 -0.730 -0.842 -1.018
O -3.325 2.054 -1.362 0.133 0.066 -0.203 -0.972



39
Properties=species:S:1:pos:R:3:forces:R:3:nbo_charge:R:1 method="wB97M-V/def2-TZVPD" homo_energy_ev="-11.88 / -11.94" total_charge=+1 relative_energy_kcal_mol=14.8 homo_lumo_gap_ev="6.2 / 6.2"
Os 0.061 0.216 0.460 0.079 -0.336 -0.027 0.846
O 3.500 -4.373 -0.516 -0.015 -0.043 0.010 -0.648
C 2.413 -4.455 -1.263 0.178 0.223 -0.301 0.779
O 2.241 -5.306 -2.089 -0.077 -0.108 0.136 -0.545
C 1.381 -3.379 -1.103 -0.044 -0.053 0.092 -0.219
C 0.214 -3.351 -1.846 -0.059 0.020 -0.046 0.069
N -0.482 -2.264 -1.481 0.005 -0.107 0.062 -0.288
N 0.166 -1.588 -0.526 -0.037 0.114 -0.072 -0.277
C 1.301 -2.244 -0.292 -0.010 0.102 -0.078 0.070
C 2.221 -1.592 0.689 -0.042 -0.150 0.203 0.768
O 3.255 -2.111 1.030 0.031 0.078 -0.081 -0.543
O 1.783 -0.437 1.154 0.189 0.146 -0.102 -0.638
H 3.515 -3.577 0.058 -0.028 -0.049 0.108 0.511
H -0.135 -4.041 -2.596 0.011 0.006 0.010 0.271
H -1.373 -1.942 -1.824 -0.020 -0.001 0.010 0.439
Cl -2.208 0.662 -0.347 -0.304 0.131 -0.019 0.187
C -1.992 1.081 -2.041 -0.018 -0.070 0.031 -0.086
C -3.088 1.083 -2.878 0.000 -0.015 -0.005 -0.224
C -2.883 1.434 -4.205 0.032 0.011 -0.017 -0.169
C -1.615 1.772 -4.656 -0.043 -0.011 0.001 -0.200
C -0.540 1.769 -3.782 0.006 -0.022 -0.003 -0.059
Cl 1.028 2.201 -4.348 -0.016 -0.007 0.026 0.074
C -0.710 1.414 -2.441 0.101 -0.014 -0.134 -0.178
S 0.601 1.560 -1.280 -0.003 -0.065 0.433 0.232
H -4.071 0.826 -2.506 0.003 0.004 -0.006 0.247
H -3.718 1.446 -4.891 0.004 -0.001 0.003 0.244
H -1.450 2.044 -5.689 -0.004 -0.003 0.002 0.252
O 0.385 1.958 1.510 -0.025 0.239 -0.040 -0.547
N 0.223 1.928 2.839 0.074 -0.057 0.050 0.028
C 0.726 2.973 3.528 -0.013 -0.055 -0.047 0.047
C 0.580 3.029 4.887 -0.036 -0.037 0.064 -0.221
C -0.094 1.998 5.543 0.038 0.069 0.003 -0.134
C -0.604 0.948 4.813 0.001 -0.028 -0.058 -0.210
C -0.431 0.918 3.431 0.047 0.063 0.136 0.025
S -1.073 -0.331 2.407 -0.011 0.030 -0.333 0.088
H 1.230 3.709 2.921 0.000 -0.006 -0.004 0.256
H 0.993 3.868 5.426 0.000 -0.003 0.003 0.254
H -0.216 2.020 6.617 0.004 0.007 -0.007 0.247
H -1.135 0.134 5.285 0.001 -0.001 -0.005 0.252